1.
2 unconnected molecules or ions with the total composition C6H8N2 at a distorted geometry, computed with ωB97M-V/def2-TZVPD.

CARTESIAN COORDINATES (ANGSTROEM)
C  1.1504  2.2355  -1.8315
C  0.8514  0.0784  0.4534
C  -0.1767  -0.9397  0.5210
C  -1.2570  -0.7011  1.5439
C  -0.5054  -1.8056  -0.6770
C  1.3170  2.5630  -0.5490
N  0.8520  1.9001  -2.8945
N  1.4789  -0.6728  1.1845
H  -1.5876  -1.7413  1.7901
H  -2.0512  -0.1801  0.9466
H  -0.7689  -0.0456  2.4190
H  0.3369  -2.2089  -1.2349
H  -1.0904  -1.0148  -1.1994
H  -1.2121  -2.5433  -0.3409
H  0.3872  2.7107  -0.0302
H  2.2754  2.3654  -0.1011

DFT total energy = -342.70610 Eh
Relative energy (zero: lowest compared OMol25 entry of this formula, charge and spin) = 143.0 kcal/mol
M = 108.1 g mol⁻¹
Charge = 0
Kohn-Sham gap (alpha / beta) = 7.2 / 8.3 eV
LUMO energy (alpha / beta) = -1.00 / -0.71 eV

=====

2.
A molecular structure, C16H18BrHoINO10 at a distorted geometry, computed with ωB97M-V/def2-TZVPD.

CARTESIAN COORDINATES (ANGSTROEM)
Ho  -1.3038  -0.8647  0.2337
O  -3.2468  -1.3635  1.7083
C  -4.6033  -1.3061  1.0897
C  -4.4442  -1.3910  -0.4096
N  -3.4408  -0.4629  -0.9038
C  -3.6933  0.9837  -0.6763
C  -2.6345  1.8329  0.0934
O  -2.9319  3.0207  0.3293
O  -1.5305  1.2532  0.4057
C  -3.1331  -0.6509  -2.3962
C  -1.7007  -0.0161  -2.6410
O  -1.3977  0.8646  -3.4388
O  -0.8556  -0.4807  -1.7865
H  -3.3027  -1.7178  2.6054
H  -5.0957  -0.4141  1.4914
H  -5.1884  -2.1829  1.4277
H  -5.4602  -1.1055  -0.7640
H  -4.1825  -2.4016  -0.7432
H  -4.6518  1.0153  -0.2058
H  -3.7205  1.5591  -1.6538
H  -3.9226  -0.1769  -2.9875
H  -3.1732  -1.7480  -2.5337
O  0.6321  -3.8435  -2.4167
C  0.2175  -3.1159  -1.3701
O  -0.9320  -3.2453  -0.8870
C  1.3666  -2.2912  -0.7364
O  0.9575  -1.4441  0.3746
C  1.8525  -1.2753  1.4817
C  1.0824  -0.4859  2.5844
O  1.6584  -0.1611  3.5960
O  -0.1466  -0.4195  2.1380
H  -0.1208  -4.5122  -2.6541
H  1.7965  -1.6323  -1.5310
H  2.2002  -2.9982  -0.4586
H  2.7743  -0.7388  1.2470
H  2.0583  -2.2114  1.9518
Br  3.8855  1.2593  -1.8230
C  4.4179  2.1292  -0.2629
C  5.7166  1.9102  0.1370
C  6.2387  2.6284  1.1976
C  5.4704  3.5694  1.8321
C  4.1697  3.7951  1.4577
C  3.6149  3.0415  0.4127
I  1.6113  3.2253  -0.0343
H  6.3716  1.2540  -0.4438
H  7.2811  2.4275  1.4468
H  5.8669  4.2577  2.5986
H  3.5724  4.6299  1.9176

DFT total energy = -5247.59422 Eh
Relative energy (zero: lowest compared OMol25 entry of this formula, charge and spin) = 10.8 kcal/mol
M = 756.1 g mol⁻¹
2S+1 = 5
Charge = 0
Kohn-Sham gap (alpha / beta) = 7.9 / 7.9 eV
LUMO energy (alpha / beta) = -0.45 / -0.44 eV